# 1
Here is a molecular structure, C21H27Cl2O7PtS3 from the OMol25 dataset. Energies are from ωB97M-V/def2-TZVPD.

Calculated values
spin multiplicity	3
net charge	-1
orbital gap (alpha / beta)	7.56 / 7.24	eV
LUMO energy (alpha / beta)	0.0834 / 0.0646	Ha
⟨S²⟩	2.0061

CARTESIAN COORDINATES (ANGSTROEM)
Pt1 -0.06236 1.02450 -0.27653
O1 2.09938 0.83636 -0.06747
C1 2.67598 -0.42817 0.17665
C2 1.45253 -1.37070 0.53564
O2 1.65554 -2.56799 0.62489
O3 0.35646 -0.76596 0.80767
C3 3.43939 -0.88026 -1.06590
C4 3.81994 -2.20694 -1.26761
C5 4.54229 -2.56957 -2.39344
C6 4.89356 -1.62203 -3.34399
C7 4.49689 -0.30777 -3.16414
C8 3.77261 0.05821 -2.03845
C9 3.55021 -0.34075 1.42941
C10 3.51676 0.80085 2.22468
C11 4.29874 0.88548 3.36936
C12 5.11115 -0.17122 3.74440
C13 5.12709 -1.32225 2.96903
C14 4.35264 -1.40783 1.82473
H1 2.63045 1.65249 -0.03306
H2 3.49596 -2.96150 -0.56865
H3 4.82050 -3.60698 -2.53250
H4 5.45776 -1.90954 -4.22239
H5 4.74079 0.44313 -3.90503
H6 3.45123 1.08549 -1.93616
H7 2.85766 1.62507 1.98474
H8 4.25688 1.78443 3.97100
H9 5.71775 -0.10558 4.63884
H10 5.74361 -2.16425 3.25859
H11 4.36140 -2.31843 1.24697
C15 -4.84965 -1.56737 1.95786
C16 -3.96351 -2.60417 1.27865
C17 -3.57683 -2.24130 -0.14948
S1 -2.50489 -0.76857 -0.20122
O4 -1.64989 -0.95034 -1.42232
C18 -3.73123 0.52410 -0.63303
C19 -3.77485 0.82484 -2.12335
C20 -4.53348 -0.21354 -2.93855
H12 -5.13895 -1.89704 2.95595
H13 -5.76418 -1.39088 1.38630
H14 -4.33327 -0.61242 2.07029
H15 -4.47394 -3.57069 1.25860
H16 -3.04937 -2.74321 1.86025
H17 -4.44763 -2.09617 -0.79053
H18 -2.93732 -3.00629 -0.59081
H19 -3.40504 1.40107 -0.07266
H20 -4.69918 0.19894 -0.24696
H21 -2.74912 0.88957 -2.48989
H22 -4.21839 1.81587 -2.25065
H23 -4.01813 -1.17388 -2.90751
H24 -4.60212 0.08621 -3.98485
H25 -5.55141 -0.35404 -2.56426
O5 2.00966 3.55611 -0.06385
S2 0.61229 3.72417 0.33165
O6 0.23202 2.67983 1.34084
O7 0.23621 5.06159 0.69741
S3 -0.55894 3.01195 -1.28133
Cl1 -5.03089 5.53766 0.89875
C21 -4.28036 3.94361 0.62549
Cl2 -2.87373 3.65814 1.63440
H26 -3.96632 3.90857 -0.41329
H27 -5.04034 3.19936 0.83686

---

# 2
Here is a gas-phase ion, C21H27FN3O2 (charge +1) from the OMol25 dataset. Energies are from ωB97M-V/def2-TZVPD.

Calculated values
net charge	+1
orbital gap	8.69	eV
LUMO energy	-0.0774	Ha
SMILES	COc1ccc(C)cc1NC(=O)CC[NH+]1CCN(c2ccccc2F)CC1

CARTESIAN COORDINATES (ANGSTROEM)
C1 -1.84034 -2.53153 1.41227
H1 -2.53670 -3.04782 2.07827
H2 -0.87952 -2.42410 1.91388
H3 -1.70863 -3.11320 0.49578
O1 -2.27370 -1.21836 1.13071
C2 -3.49389 -1.05677 0.54264
C3 -4.35302 -2.08655 0.17523
C4 -5.59133 -1.80609 -0.37064
C5 -6.02538 -0.49990 -0.56538
C6 -5.16595 0.52947 -0.21145
C7 -3.91700 0.26045 0.32240
N1 -3.05378 1.33506 0.68054
C8 -1.78832 1.40843 0.28511
O2 -1.30204 0.64876 -0.55756
C9 -0.94631 2.48168 0.97365
H4 -1.50491 3.41692 1.02380
C10 0.38179 2.74276 0.25532
N2 1.04266 1.47626 -0.12779
C11 2.05080 1.62672 -1.19095
H5 1.61802 2.18138 -2.02461
H6 2.90781 2.18146 -0.79735
C12 2.49379 0.23225 -1.66547
N3 3.03074 -0.53302 -0.57209
C13 4.41441 -0.62217 -0.38917
C14 5.07279 -0.37388 0.81569
C15 6.43606 -0.53196 0.96728
C16 7.20037 -0.93068 -0.11272
C17 6.58154 -1.17244 -1.32851
C18 5.21514 -1.02896 -1.46051
H7 4.74446 -1.25489 -2.40457
H8 7.16536 -1.48956 -2.17809
H9 8.26560 -1.05161 -0.00478
H10 6.87802 -0.32605 1.92905
F1 4.36936 0.06517 1.89974
C19 2.09323 -0.63737 0.51265
H11 2.52891 -1.19983 1.33624
C20 1.61865 0.73551 1.01012
H12 0.85989 0.59520 1.77893
H13 2.45081 1.30678 1.42740
H14 1.21774 -1.19130 0.14782
H15 3.24160 0.34647 -2.44849
H16 1.62582 -0.29301 -2.08283
H17 0.18949 0.90383 -0.50239
H18 0.18472 3.30104 -0.66333
H19 1.04939 3.33789 0.88456
H20 -0.77511 2.15275 2.00172
H21 -3.43255 2.03994 1.29780
H22 -5.46231 1.55799 -0.35588
C21 -7.38107 -0.22283 -1.13271
H23 -7.53792 -0.79764 -2.04286
H24 -7.50422 0.83243 -1.35861
H25 -8.15169 -0.51551 -0.42069
H26 -6.23882 -2.62450 -0.64604
H27 -4.06441 -3.11502 0.31684

---

# 3
Here is C21H27N2O3P in the gas phase from the OMol25 dataset. Energies are from ωB97M-V/def2-TZVPD.

Calculated values
orbital gap	9.76	eV
LUMO energy	0.0173	Ha
SMILES	C=CC(=O)OCCCCCC[C@H](C#N)[C@@](C#N)(CCc1ccccc1)[PH2]=O

CARTESIAN COORDINATES (ANGSTROEM)
C1 7.59346 -2.85895 0.20278
C2 7.81283 -1.87581 -0.65652
C3 7.20662 -0.50690 -0.53880
O1 7.52618 0.34131 -1.32895
O2 6.29863 -0.36170 0.45319
C4 6.26112 0.95464 1.01925
C5 4.84834 1.15446 1.63364
C6 3.80827 0.80289 0.55933
C7 2.34992 1.11882 1.00284
C8 1.41670 0.50659 -0.08069
C9 -0.04121 1.00791 0.02583
C10 -0.96466 0.02109 -0.76316
C11 -0.33525 -0.36275 -2.07058
N1 0.40320 -0.64516 -2.90303
C12 -2.39457 0.59554 -1.02774
C13 -3.04060 -0.35164 -2.00067
N2 -3.56136 -1.21216 -2.55388
C14 -3.17035 0.63290 0.31789
C15 -4.69258 0.89551 0.17576
C16 -5.57489 -0.33906 0.38467
C17 -6.88454 -0.13768 0.80153
C18 -7.75424 -1.19664 0.97458
C19 -7.31031 -2.47953 0.72285
C20 -6.01103 -2.72320 0.34038
C21 -5.16423 -1.63843 0.17574
P1 -2.37397 2.26192 -1.86569
O3 -2.66281 3.33380 -0.87806
H1 6.90680 -2.77248 1.04102
H2 8.13122 -3.79735 0.07264
H3 8.43701 -2.06840 -1.52516
H4 6.39342 1.75539 0.28672
H5 7.02393 1.04589 1.80424
H6 4.75518 0.56676 2.55268
H7 4.74927 2.22904 1.84000
H8 3.98527 1.43120 -0.32550
H9 3.80060 -0.25988 0.29458
H10 2.15300 2.19878 1.02068
H11 2.15326 0.65208 1.97776
H12 1.82278 0.84743 -1.04063
H13 1.49981 -0.58512 -0.00747
H14 -0.06150 1.98835 -0.46635
H15 -0.41036 1.04247 1.05427
H16 -1.01382 -0.89360 -0.15895
H17 -2.98463 -0.32250 0.82088
H18 -2.75202 1.44149 0.92762
H19 -5.04545 1.70995 0.81217
H20 -4.86666 1.19706 -0.87132
H21 -7.28592 0.85388 1.00623
H22 -8.77071 -0.99757 1.30275
H23 -7.99786 -3.31668 0.82829
H24 -5.65747 -3.72969 0.14383
H25 -4.14595 -1.85907 -0.13046
H26 -3.30292 2.19591 -2.93559
H27 -1.10497 2.50891 -2.44739

---

# 4
Here is a gas-phase ion, C21H27N2O3S (charge +1) from the OMol25 dataset. Energies are from ωB97M-V/def2-TZVPD.

Calculated values
net charge	+1
orbital gap	7.92	eV
LUMO energy	-0.0917	Ha
ΔE to the lowest compared entry with this formula, charge and spin	0.0	kcal per mole
SMILES	COc1ccc(OCC(=O)N2CC[NH+](Cc3ccc(SC)cc3)CC2)cc1

CARTESIAN COORDINATES (ANGSTROEM)
C1 2.44001 6.12293 -3.39498
H1 1.42337 6.52622 -3.36051
O1 2.61903 5.09228 -2.44955
C2 1.87129 3.96882 -2.55880
C3 2.11300 2.97925 -1.60070
C4 1.40726 1.79972 -1.61857
C5 0.43932 1.57219 -2.59543
C6 0.19097 2.54608 -3.54530
C7 0.90365 3.73661 -3.52840
H2 0.68766 4.47252 -4.28547
H3 -0.55073 2.40282 -4.31468
O2 -0.21654 0.35495 -2.51212
C8 -1.21492 0.06766 -3.46955
C9 -1.70596 -1.35462 -3.23427
O3 -1.70044 -2.19070 -4.10411
N1 -2.17241 -1.64982 -1.97961
C10 -2.08468 -0.81707 -0.80822
H4 -1.96955 0.22978 -1.07730
C11 -0.87920 -1.25215 0.02678
N2 -1.00845 -2.68262 0.39794
H5 -1.86141 -2.77006 0.96533
C12 -1.17243 -3.52606 -0.81183
C13 -2.36513 -3.04111 -1.63858
H6 -2.42565 -3.61028 -2.56940
H7 -3.30215 -3.15991 -1.08566
H8 -1.31057 -4.56607 -0.51197
H9 -0.26101 -3.44581 -1.40845
C14 0.13075 -3.13107 1.26099
C15 0.13007 -2.38411 2.56353
C16 1.07707 -1.40335 2.83360
C17 1.06128 -0.70945 4.02792
C18 0.08155 -0.98039 4.98059
C19 -0.87508 -1.96539 4.70914
C20 -0.84878 -2.65675 3.52086
H10 -1.58237 -3.43133 3.34300
H11 -1.62646 -2.17998 5.45212
S1 -0.05608 -0.17258 6.52483
C21 1.36575 0.95205 6.57360
H12 1.31467 1.43711 7.54365
H13 2.28963 0.38699 6.49581
H14 1.28323 1.69740 5.78824
H15 1.81628 0.03730 4.20721
H16 1.84800 -1.18570 2.10902
H17 0.01361 -4.20380 1.43393
H18 1.05844 -2.96160 0.71212
H19 -0.79585 -0.65741 0.93789
H20 0.02422 -1.12405 -0.57374
H21 -3.01089 -0.92501 -0.23054
H22 -0.81216 0.10206 -4.48814
H23 -2.05726 0.77144 -3.39508
H24 1.59963 1.03600 -0.88072
H25 2.86629 3.16393 -0.85238
H26 3.14574 6.90259 -3.11489
H27 2.66439 5.77950 -4.40914

---

What is the formula in the third record?
C21H27N2O3P